{"formula": "C8H8Br2O2", "method": "wB97M-V/def2-TZVPD", "homo_lumo_gap_ha": 0.357, "max_force_ha_per_bohr": 0.025, "e_above_lowest_ev": 0.000, "elements": ["Br", "C", "C", "C", "C", "Br", "C", "C", "H", "H", "H", "H", "C", "C", "O", "O", "H", "H", "H", "H"], "positions_angstrom": [[0.750, -2.894, -1.241], [0.844, -1.364, -0.148], [1.493, -0.224, -0.619], [1.563, 0.910, 0.191], [0.983, 0.884, 1.459], [1.078, 2.414, 2.552], [0.335, -0.257, 1.930], [0.265, -1.390, 1.120], [1.944, -0.218, -1.620], [2.070, 1.816, -0.166], [-0.116, -0.262, 2.931], [-0.242, -2.296, 1.477], [-1.414, 1.189, -0.502], [-1.175, 0.038, -1.432], [-0.487, 0.052, -2.428], [-1.841, -1.072, -1.019], [-0.867, 2.081, -0.851], [-1.069, 0.940, 0.515], [-2.490, 1.431, -0.459], [-1.624, -1.775, -1.690]]}

---

{"formula": "C8H8Cl2N2O3PrSc", "method": "wB97M-V/def2-TZVPD", "homo_lumo_gap_ha": [0.139, 0.140], "max_force_ha_per_bohr": 0.178, "multiplicity": 3, "total_charge": 4, "e_above_lowest_ev": 0.000, "elements": ["Sc", "Pr", "Cl", "Cl", "C", "C", "C", "O", "O", "O", "C", "C", "C", "C", "N", "N", "C", "H", "H", "H", "H", "H", "H", "H", "H"], "positions_angstrom": [[-5.645, -0.722, -4.316], [-0.731, -0.647, -0.016], [-5.153, -2.688, -3.254], [-1.427, 1.746, 0.041], [1.709, 0.111, -0.052], [-6.885, -1.565, -5.822], [-5.302, 0.343, -6.194], [2.815, 0.455, 0.034], [-7.383, -1.805, -6.847], [-5.675, 0.679, -7.249], [-0.849, 0.268, 5.637], [-0.555, -0.404, 4.370], [-0.137, -1.721, 4.148], [0.029, -1.859, 2.774], [-0.320, -0.668, 2.170], [-0.642, 0.213, 3.191], [0.430, -3.011, 1.934], [-1.708, -0.183, 6.149], [0.013, 0.280, 6.315], [-1.119, 1.314, 5.494], [0.069, -2.484, 4.898], [-0.893, 1.197, 3.032], [1.420, -3.365, 2.267], [-0.298, -3.847, 1.980], [0.592, -2.783, 0.847]]}

---

{"formula": "C8H8ClN2", "method": "wB97M-V/def2-TZVPD", "homo_lumo_gap_ha": [0.262, 0.262], "max_force_ha_per_bohr": 0.123, "total_charge": 1, "e_above_lowest_ev": 0.000, "elements": ["Cl", "C", "N", "C", "C", "C", "C", "C", "C", "N", "C", "H", "H", "H", "H", "H", "H", "H", "H"], "positions_angstrom": [[-3.212, 0.701, -0.894], [-2.494, 0.093, 0.674], [-1.275, -0.559, 0.426], [0.071, 0.160, 0.070], [0.500, 1.453, 0.222], [1.779, 1.703, -0.252], [2.599, 0.693, -0.811], [2.176, -0.601, -0.935], [0.854, -0.900, -0.501], [0.210, -2.035, -0.572], [-1.082, -1.883, -0.081], [-3.217, -0.599, 1.108], [-2.353, 0.963, 1.316], [-0.109, 2.230, 0.657], [2.171, 2.708, -0.199], [3.587, 0.970, -1.146], [2.790, -1.380, -1.354], [-1.792, -2.129, -0.892], [-1.279, -2.656, 0.683]]}

---

{"formula": "C8H8CuNO6", "method": "wB97M-V/def2-TZVPD", "homo_lumo_gap_ha": [0.318, 0.293], "max_force_ha_per_bohr": 0.108, "multiplicity": 2, "total_charge": 1, "e_above_lowest_ev": 0.193, "elements": ["O", "C", "Cu", "O", "C", "C", "O", "C", "O", "C", "O", "H", "C", "N", "C", "C", "O", "H", "H", "H", "H", "H", "H", "H"], "positions_angstrom": [[-3.502, -2.975, -5.540], [-3.449, -2.253, -4.650], [-1.111, -0.547, -0.571], [0.803, -2.499, -1.679], [-0.052, -1.727, -1.592], [-2.842, 0.850, -1.188], [-3.194, 1.756, -0.435], [-2.458, -1.859, -0.167], [-3.029, -2.845, -0.023], [-1.505, 0.896, -1.867], [-1.030, 1.516, -2.763], [-3.369, -0.118, -1.519], [1.434, 0.625, 3.040], [1.993, 0.787, 1.702], [3.347, 1.300, 1.524], [1.239, 0.436, 0.660], [0.048, 0.072, 0.848], [2.197, 0.988, 3.736], [1.210, -0.429, 3.240], [0.517, 1.214, 3.137], [3.996, 0.547, 1.043], [3.327, 2.197, 0.888], [3.738, 1.555, 2.515], [1.693, 0.514, -0.337]]}

---

{"formula": "C8H8F2", "method": "wB97M-V/def2-TZVPD", "homo_lumo_gap_ha": 0.290, "max_force_ha_per_bohr": 0.111, "e_above_lowest_ev": 5.161, "elements": ["C", "C", "C", "C", "C", "C", "C", "C", "F", "F", "H", "H", "H", "H", "H", "H", "H", "H"], "positions_angstrom": [[0.496, -1.276, 0.499], [1.287, -0.139, 0.174], [-0.491, 1.703, -0.337], [-1.176, -0.541, 0.245], [-1.615, 0.713, -0.188], [0.830, 1.116, -0.175], [2.742, -0.326, 0.152], [-2.144, -1.665, 0.301], [-2.892, 1.102, -0.322], [1.886, 1.892, -0.612], [-0.535, 2.137, -1.276], [-0.486, 2.620, 0.296], [3.189, 0.002, 1.083], [3.047, 0.109, -0.785], [2.872, -1.530, 0.127], [-1.678, -2.481, -0.249], [-2.995, -1.362, -0.244], [-2.338, -2.075, 1.309]]}

---

{"formula": "C8H8F2", "method": "wB97M-V/def2-TZVPD", "homo_lumo_gap_ha": 0.280, "max_force_ha_per_bohr": 0.102, "e_above_lowest_ev": 4.199, "elements": ["C", "C", "C", "C", "C", "C", "C", "C", "F", "F", "H", "H", "H", "H", "H", "H", "H", "H"], "positions_angstrom": [[0.252, -1.214, 0.072], [1.279, -0.174, -0.013], [-0.318, 1.794, -0.024], [-1.069, -0.498, 0.025], [-1.492, 0.880, 0.005], [0.960, 1.145, 0.036], [2.678, -0.669, -0.176], [-2.243, -1.586, 0.192], [-2.790, 1.275, 0.126], [2.018, 1.999, -0.182], [-0.240, 2.407, -0.905], [-0.476, 2.519, 0.790], [2.625, -1.674, -0.086], [3.286, -0.238, 0.641], [3.091, -0.102, -1.002], [-2.350, -2.142, -0.699], [-3.249, -1.337, 0.297], [-1.963, -2.387, 0.903]]}